This record from the OMol25 dataset describes a 11-piece molecular cluster, C63H124F18N5O14 overall in a non-equilibrium geometry. The level of theory is the ωB97M-V functional and the def2-TZVPD basis.

Each line ends with the Löwdin spin population.
Positions of all 224 atoms, in Å:
1 F -3.85565 -1.55559 1.56845  -0.0006
2 F 4.61521 -4.26019 -1.71947  0.0000
3 F -2.30090 2.64153 1.91753  0.0000
4 F -4.55615 -0.12592 -2.88242  0.0000
5 F -0.92707 3.28690 0.57846  0.0000
6 F 2.82038 6.31524 -1.64953  0.0000
7 F -3.40482 -1.05078 3.55846  0.0005
8 F -3.90119 -1.30318 -4.52804  0.0000
9 F -0.85999 -2.68656 3.81101  0.0000
10 F 5.45971 -2.96864 -0.27675  0.0000
11 F -0.40379 3.25667 2.64343  0.0000
12 F -3.50749 0.70534 -4.60695  0.0000
13 F 3.48963 4.28120 -1.02584  0.0000
14 F 0.38939 -1.20582 4.44965  0.0000
15 F 4.74226 -2.25068 -2.11629  0.0000
16 F -3.98920 0.38920 2.05953  0.0015
17 F 1.45085 4.73359 -1.07601  0.0000
18 F 0.68378 -3.03787 5.28974  0.0000
19 O -1.62837 -3.00409 6.80103  0.0000
20 O -1.70168 0.46955 -2.17216  0.0000
21 O 1.76704 5.38883 -4.09751  0.0000
22 O -2.93444 5.47222 1.12706  0.0000
23 O 2.00968 -2.44879 -1.29642  0.0000
24 O 2.95364 -2.22741 0.71629  0.0000
25 O 1.09389 1.88725 5.30268  0.0000
26 O -1.86764 -1.68881 -2.43009  0.0000
27 O -0.81986 -0.94397 7.09154  0.0000
28 O -5.79169 -2.34271 3.84810  0.0524
29 O -6.37812 -0.20834 3.83654  0.8663
30 O -2.08234 5.47260 3.29303  0.0000
31 O 3.74499 4.28960 -3.89287  0.0000
32 O 1.49985 1.00321 0.80126  0.0000
33 N -0.02961 -0.60161 -0.12562  0.0000
34 N -1.16271 1.98677 6.16770  0.0000
35 N -4.13992 -4.91969 -1.01918  0.0000
36 N 3.32276 0.42725 -6.41863  0.0000
37 N 4.63621 3.26657 2.53181  0.0000
38 C -2.63854 1.16343 -1.22194  0.0000
39 C 0.97778 0.53928 -0.20212  0.0000
40 C 4.43650 2.07017 1.50631  0.0000
41 C -2.13978 -0.53293 -3.08928  0.0000
42 C -3.22447 -4.68655 7.18629  0.0000
43 C 2.28208 1.55225 -5.86853  0.0000
44 C -1.98346 1.61965 4.90693  0.0000
45 C -5.70203 -1.18220 3.05173  0.0474
46 C 0.16827 2.61996 5.78868  0.0000
47 C 4.42217 0.00294 6.50781  0.0000
48 C 3.25735 3.89123 2.86145  0.0000
49 C -2.41008 -5.15958 0.98878  0.0000
50 C 4.44475 -3.08669 -1.12457  0.0000
51 C -2.38689 -4.02378 6.14105  0.0000
52 C 3.52161 -1.90911 3.05851  0.0000
53 C 4.66387 0.05791 -4.38781  0.0000
54 C 4.66672 1.88403 -9.90361  0.0000
55 C 0.38707 5.44274 -3.68848  0.0000
56 C -0.29804 6.47502 -4.59041  0.0000
57 C 5.71632 1.26302 1.11059  0.0000
58 C -1.37026 3.55905 1.76385  0.0000
59 C -4.12097 -4.65221 -2.52499  0.0000
60 C -5.46601 -4.00200 -2.89433  0.0000
61 C 3.06192 -0.98733 -5.96350  0.0000
62 C 3.66287 -1.09879 -4.59144  0.0000
63 C -5.08205 -9.12830 0.94644  0.0000
64 C -0.24089 -2.21617 4.93474  0.0000
65 C 4.74613 5.76489 2.37278  0.0000
66 C 5.12832 1.18424 5.86309  0.0000
67 C 3.28477 5.38782 2.43017  0.0000
68 C -2.17464 6.33281 -0.95363  0.0000
69 C -1.48972 1.80192 -6.49758  0.0000
70 C 5.31036 2.78833 3.88063  0.0000
71 C -2.99770 6.64471 0.33487  0.0000
72 C 2.54398 4.62615 -3.21619  0.0000
73 C -1.02545 -4.63656 1.38793  0.0000
74 C -0.62245 -0.59045 1.29863  0.0000
75 C -3.20311 2.51600 -1.67148  0.0000
76 C 0.86354 1.39517 -6.47749  0.0000
77 C -6.86603 -3.24360 3.67629  0.0022
78 C 0.15780 4.15612 5.79953  0.0000
79 C 5.43250 0.16201 0.15045  0.0000
80 C -4.87039 -3.57880 -0.59380  0.0001
81 C -6.40554 -4.47492 4.46742  0.0022
82 C 4.66655 0.78712 -5.68786  0.0000
83 C -4.97523 -8.93167 -0.55544  0.0000
84 C 4.56920 1.60939 4.51653  0.0000
85 C -1.80031 5.04971 1.95192  0.0000
86 C -3.54741 -0.29641 -3.74756  0.0000
87 C -0.23078 2.20876 -5.84767  0.0000
88 C 5.37989 4.46961 1.84113  0.0000
89 C 1.39701 0.79730 -1.64358  0.0000
90 C 3.57362 0.50805 -7.96709  0.0000
91 C 2.97949 -3.00675 -0.48092  0.0000
92 C -4.94380 -6.21053 -0.53588  0.0000
93 C -4.24083 -0.80068 2.61339  0.0023
94 C -4.33529 -7.55599 -1.09527  0.0000
95 C -5.79818 -3.13450 -1.73648  0.0000
96 C 2.57282 4.98682 -1.69733  0.0000
97 C 3.34867 -2.90136 1.92497  0.0000
98 C -2.63396 -5.01710 -0.55173  0.0000
99 C -1.12438 -1.83655 6.11340  0.0000
100 C 4.07100 1.84624 -8.47180  0.0000
101 H -1.70258 -4.67280 5.59461  0.0000
102 H -1.32927 6.59341 -4.25778  0.0000
103 H 2.70446 -4.04309 -0.28485  0.0000
104 H -0.11298 4.48674 -3.84375  0.0000
105 H 2.75157 5.98680 3.16842  0.0000
106 H 4.91204 6.65234 1.76204  0.0000
107 H 0.86134 4.53150 5.05641  0.0000
108 H -0.17373 -5.21269 1.02633  0.0000
109 H -7.23014 -5.17269 4.61317  0.0005
110 H -0.28640 1.90487 -4.80236  0.0000
111 H -5.99079 -6.11374 -0.82321  0.0000
112 H -6.29058 -4.66668 -3.15198  0.0000
113 H -2.75813 5.68621 -1.60903  0.0000
114 H 4.18738 -2.05417 -4.60679  0.0000
115 H -1.70233 0.73616 -6.58159  0.0000
116 H -3.31914 -7.62461 -0.70691  0.0000
117 H 4.74033 1.86417 -5.53743  0.0000
118 H -2.19822 -4.08977 -0.92362  0.0000
119 H -1.43801 0.97230 4.22026  0.0000
120 H -4.06284 6.81862 0.18214  0.0000
121 H -0.96993 5.63835 1.56196  0.0000
122 H 1.02735 1.77676 -7.48529  0.0000
123 H 5.33873 4.43069 0.75260  0.0000
124 H -5.58133 -5.00363 3.98862  0.0000
125 H -5.31066 -3.50556 0.40064  0.0001
126 H -0.07818 3.28727 -5.80738  0.0000
127 H 1.99659 -1.21469 -6.00198  0.0000
128 H 3.01144 -1.24019 -3.72904  0.0000
129 H -3.21183 -4.10335 -2.77057  0.0000
130 H -6.07546 -4.09924 5.43593  0.0002
131 H -3.80672 -5.49462 6.74344  0.0000
132 H -3.88884 -3.97234 7.67272  0.0000
133 H -1.32369 -1.42179 1.37090  0.0000
134 H -4.12545 -8.92605 1.42821  0.0000
135 H 3.50244 1.83265 4.53338  0.0000
136 H 3.30112 2.61386 -8.39334  0.0000
137 H -0.71260 -0.59480 -0.86965  0.0000
138 H -1.22066 5.92198 -0.62312  0.0000
139 H 4.37408 0.72027 -3.57209  0.0000
140 H -3.18400 -4.57431 1.48538  0.0000
141 H 2.77760 2.52309 -5.87544  0.0000
142 H 3.14495 3.92786 3.94502  0.0000
143 H 3.45102 -2.34436 4.05534  0.0000
144 H -1.10592 0.34820 1.56936  0.0000
145 H 0.58719 0.34439 -6.56467  0.0000
146 H -2.69576 7.57612 0.81384  0.0000
147 H 5.19074 1.99271 6.59150  0.0000
148 H -0.23895 6.13015 -5.62272  0.0000
149 H 2.63370 -3.67561 2.20330  0.0000
150 H 2.72605 -1.16409 3.04708  0.0000
151 H -5.93668 -9.03466 -1.05853  0.0000
152 H 6.41391 1.93540 0.61122  0.0000
153 H -3.12456 -3.70468 5.40477  0.0000
154 H 4.22179 -0.33052 -8.22157  0.0000
155 H -2.07927 1.34470 -0.30409  0.0000
156 H -2.20984 2.53329 4.35728  0.0000
157 H -6.29551 -1.31838 2.14766  0.0232
158 H 2.41504 3.27192 2.55311  0.0000
159 H -2.58239 -6.12884 1.45669  0.0000
160 H -3.49098 0.59017 -0.85748  0.0000
161 H 4.52510 2.87660 -10.33122  0.0000
162 H 5.56903 0.57318 -6.26043  0.0000
163 H 0.18508 5.82034 -2.68612  0.0000
164 H 2.00974 3.68681 -3.35880  0.0000
165 H 4.04437 2.60554 0.64161  0.0000
166 H 6.18685 0.77669 1.96510  0.0000
167 H -2.61270 -5.14131 7.96541  0.0000
168 H -1.99933 -1.53845 5.53574  0.0000
169 H 6.41945 4.29063 2.11566  0.0000
170 H -1.49275 2.11071 -7.54292  0.0000
171 H -4.92367 -6.04223 0.54086  0.0000
172 H 2.41627 1.18357 -1.64389  0.0000
173 H 0.53670 -1.41301 -0.32819  0.0000
174 H 5.65567 -0.33679 -4.16724  0.0000
175 H -1.80944 7.18911 -1.52061  0.0000
176 H -1.07722 -4.55655 2.47375  0.0000
177 H 4.20446 1.32818 -10.71936  0.0000
178 H -2.42282 3.01622 -2.24510  0.0000
179 H 3.33588 0.09075 6.48881  0.0000
180 H 6.20105 1.02108 5.75950  0.0000
181 H 5.31111 3.70356 4.47263  0.0000
182 H -5.78968 -8.43737 1.40467  0.0000
183 H 4.71519 0.50663 -0.59440  0.0000
184 H -1.37434 -0.45634 -3.86151  0.0000
185 H -5.55849 -2.09246 -1.94813  0.0000
186 H -0.85180 4.46182 5.52501  0.0000
187 H 6.35165 2.59213 3.62506  0.0000
188 H 4.67127 -0.80699 5.82220  0.0000
189 H -3.52886 3.11499 -0.82107  0.0000
190 H 0.85714 1.67078 -2.00918  0.0000
191 H -4.33383 -9.61265 -1.11489  0.0000
192 H -6.99690 -3.58402 2.64911  0.0012
193 H 2.17904 1.32220 -4.80808  0.0000
194 H -0.83801 -3.67078 0.91862  0.0000
195 H 4.52195 0.76202 3.83254  0.0000
196 H -2.08015 -5.77732 -1.10259  0.0000
197 H 0.19423 -0.65198 2.01790  0.0000
198 H -7.85647 -2.92963 4.00573  0.0006
199 H -5.49247 -10.10411 1.20615  0.0000
200 H 4.84812 -0.66275 0.55833  0.0000
201 H 4.45873 -1.35286 3.08057  0.0000
202 H -6.83024 -3.15144 -1.38627  0.0000
203 H 3.67665 1.43263 1.95826  0.0000
204 H 2.93504 5.40558 1.39795  0.0000
205 H 0.26797 7.39742 -4.46034  0.0000
206 H 0.49533 4.44152 6.79588  0.0000
207 H 5.12093 5.98140 3.37315  0.0000
208 H -4.10138 -2.80906 -0.65869  0.0000
209 H 2.62898 0.29480 -8.46736  0.0000
210 H 6.30091 -0.27879 -0.33912  0.0000
211 H -2.89844 1.08989 5.17200  0.0000
212 H 4.80499 -0.30223 7.48168  0.0000
213 H -4.10103 -5.58785 -3.08380  0.0000
214 H 4.90128 2.27080 -7.90745  0.0000
215 H 4.27993 -3.45463 1.80358  0.0000
216 H 3.53392 -1.57802 -6.74861  0.0000
217 H -4.29554 -7.49107 -2.18260  0.0000
218 H -3.98251 2.37589 -2.42047  0.0000
219 H -5.15040 -3.54220 -3.83086  0.0000
220 H 5.73206 1.65388 -9.89012  0.0000
221 H -1.62918 2.63274 6.78836  0.0000
222 H -2.41179 2.25867 -6.13803  0.0000
223 H 1.12010 0.03959 -2.37659  0.0000
224 H -0.96611 1.18941 6.75563  0.0000

The calculated total energy comes out at -152355.479 eV. The calculation puts the strongest force on any atom at 0.124 Eh/bohr. As for the spin multiplicity: 2. As for the HOMO-LUMO gap (spin up / spin down): 5.768 / 3.439 eV.

This record from the OMol25 dataset describes a 2-piece molecular cluster, C2H5BrN2O2 overall in a non-equilibrium geometry. The level of theory is the ωB97M-V functional and the def2-TZVPD basis.

Each line ends with the natural charge from an NBO analysis.
Positions of all 12 atoms, in Å:
1 Br -5.32764 1.54982 -0.34626  -0.6641
2 O 0.96741 1.43483 -1.08911  -0.6736
3 O 2.43959 0.32101 0.26989  -0.5501
4 N -0.90210 -0.25078 -0.30517  -0.6377
5 N 0.62023 -1.52453 0.91344  -0.7589
6 C 0.28655 -0.40356 0.23391  0.3679
7 C 1.29591 0.52050 -0.15583  0.6678
8 H -0.94345 0.55539 -0.84897  0.4306
9 H -0.04284 -1.99367 1.62391  0.4318
10 H 1.60487 2.03705 -1.37608  0.5257
11 H 1.62600 -1.41648 1.30647  0.4449
12 H -1.62451 -0.82959 -0.22620  0.4157

The calculated total energy comes out at -79270.647 eV. The calculation puts the strongest force on any atom at 0.093 Eh/bohr. As for the spin multiplicity: 1. As for the HOMO-LUMO gap (spin up / spin down): 5.671 / 2.503 eV. Its energy relative to the best compared isomer or geometry (same formula, charge and spin) is 70.7 kcal/mol.